{"formula": "C9H8NO5", "method": "wB97M-V/def2-TZVPD", "species": ["C", "C", "C", "C", "C", "C", "C", "C", "C", "N", "O", "O", "O", "O", "O", "H", "H", "H", "H", "H", "H", "H", "H"], "coordinates": [[3.10473, 1.12320, 0.68286], [1.91593, 1.16644, 1.33530], [3.09462, 0.57339, -0.58795], [0.77255, 0.51592, 0.76632], [1.98618, -0.14912, -1.08730], [0.73912, 0.03574, -0.45402], [-1.20490, -1.26414, 1.78902], [-2.54317, -1.34035, -1.25525], [-1.59290, -0.33335, -0.61414], [-2.16201, 0.85427, -0.26369], [-1.98888, -0.76516, 2.45046], [-0.35158, -1.88755, 1.34465], [-3.45494, 0.84258, -0.09035], [-1.46839, 1.92008, -0.13426], [-0.28265, -0.37108, -1.14231], [4.02363, 1.43827, 1.08197], [1.77068, 1.64093, 2.27681], [4.05183, 0.36215, -1.01096], [-0.06708, 0.85923, 1.22879], [2.15126, -0.43609, -2.15005], [-2.21567, -1.74388, -2.24537], [-3.52415, -0.75154, -1.30303], [-2.75423, -2.28991, -0.61749]], "lowdin_charge": [-0.14, -0.05, -0.11, -0.06, 0.02, -0.36, -0.51, -0.04, -0.31, -0.37, 0.22, 0.19, -0.13, -0.07, 0.06, 0.07, 0.09, 0.08, 0.07, 0.12, 0.07, 0.08, 0.09], "e_above_lowest_kcal_mol": 41.82, "total_energy_ev": -21187.52611, "largest_force_ha_per_bohr": 0.1013, "total_charge": -1}



{"formula": "H5N3OS", "method": "wB97M-V/def2-TZVPD", "species": ["N", "N", "N", "O", "S", "H", "H", "H", "H", "H"], "coordinates": [[-0.48678, -1.40910, -0.88711], [-0.09924, -0.32446, 1.47000], [-0.43183, 1.13848, -0.61989], [2.03998, -0.01552, -0.18850], [0.26179, -0.24059, -0.17390], [-0.00364, -2.23928, -1.08187], [-0.88538, 0.25825, 1.71079], [0.74828, 0.02500, 1.90965], [0.21331, 1.76062, -1.04330], [-1.35648, 1.04660, -1.09588]], "lowdin_charge": [-0.23, -0.13, -0.14, -0.49, 0.74, -0.02, 0.05, 0.05, 0.06, 0.10], "smiles": "N=S(N)(N)=O", "e_above_lowest_kcal_mol": 37.52, "total_energy_ev": -17430.56148, "largest_force_ha_per_bohr": 0.1404}